1.
C23H34NO2Sn | wB97M-V/def2-TZVPD

Geometry as XYZ:
```
61
Properties=species:S:1:pos:R:3:forces:R:3
C 1.660993 -2.197228 0.211855 -2.1 -1.1 0.3
C 2.148707 -1.506125 -0.936832 -1.2 0.4 -2.5
C 1.214724 -1.694024 -1.995888 1.5 0.5 1.5
C 0.156126 -2.516033 -1.509302 0.4 -0.1 0.9
C 0.418482 -2.814364 -0.141951 1.0 0.9 0.2
Sn -0.242733 0.167401 0.519174 0.1 -0.6 -0.8
C -3.116773 1.875466 -1.502803 4.0 3.2 -2.8
C -2.614360 1.799981 -0.215945 -4.5 -0.4 -0.8
H -2.755554 2.608314 0.527218 0.4 0.0 -0.8
C -2.692459 0.504650 0.374309 3.4 -1.9 0.8
H -2.903260 -0.435984 -0.085509 -0.4 -0.1 -1.6
H -2.853712 0.202777 1.372014 -0.3 1.1 1.7
C -3.270361 3.434784 -2.176918 -0.2 -1.8 0.4
H -2.843879 4.271791 -1.530197 -0.1 -1.3 -0.9
H -2.967283 3.506739 -3.308796 -0.4 -0.2 2.4
H -4.356236 3.569074 -2.083941 0.2 0.3 -0.5
C -2.693020 0.746107 -2.657445 0.5 1.8 1.8
H -1.751162 0.089443 -2.322229 -1.9 1.6 -0.8
H -3.576298 0.158959 -2.583551 -0.5 -1.2 -0.8
H -2.587042 1.251577 -3.704694 -0.1 -1.1 2.1
C 3.397501 -0.714562 -0.981972 0.4 0.2 0.0
H 3.474072 -0.038772 -0.115877 0.0 -0.1 -0.2
H 4.279866 -1.374345 -0.964722 -0.1 0.2 0.0
H 3.450851 -0.108839 -1.893192 0.0 -0.1 0.2
C 1.336395 -1.122596 -3.356621 0.2 0.0 -0.6
H 1.722562 -0.095184 -3.322269 -0.1 -0.2 -0.1
H 2.027447 -1.719256 -3.978355 -0.3 0.2 0.1
H 0.364945 -1.104625 -3.863981 0.2 0.1 0.0
C -1.015658 -3.006743 -2.270581 -0.3 -0.1 -0.3
H -1.048500 -2.568656 -3.273421 -0.1 -0.1 0.2
H -0.978735 -4.102474 -2.384063 0.0 0.3 0.0
H -1.958912 -2.766025 -1.756927 0.2 -0.1 -0.1
C -0.412667 -3.644268 0.759853 -0.2 -0.6 0.3
H -1.435869 -3.745365 0.374027 0.2 0.0 0.2
H 0.006845 -4.660741 0.852173 -0.2 0.2 0.1
H -0.461406 -3.216681 1.771527 -0.1 -0.1 -0.2
C 2.337304 -2.281425 1.525847 0.2 -0.1 0.3
H 1.635621 -2.568553 2.319964 0.2 0.0 -0.2
H 3.136249 -3.043214 1.501369 -0.2 0.2 0.0
H 2.805379 -1.324267 1.798714 -0.1 -0.2 -0.1
C 0.874742 2.392391 -1.172951 8.5 1.2 -0.2
C -0.073868 2.487625 -2.012075 -6.4 2.7 -1.9
C 2.393636 2.780451 -1.708718 -9.5 -3.2 -3.1
C -0.067657 2.622011 -3.473323 12.4 0.6 9.2
H -0.890424 2.986732 -1.206933 0.8 -1.6 -2.5
C 2.579613 2.810288 -3.067313 1.6 0.4 8.0
H 2.919853 2.953055 -0.975331 6.2 1.5 6.9
C 1.492333 2.792261 -3.706711 -10.7 -2.7 -9.2
H -0.704699 2.587441 -4.163821 -5.1 -0.1 -5.3
H 3.544791 2.858778 -3.332125 3.1 0.4 -2.0
H 1.678018 2.553940 -4.767712 -0.3 0.9 -0.2
N -0.879441 0.426968 5.344604 -0.2 0.3 1.0
C 0.225492 1.170674 4.657304 0.1 0.0 0.2
C 0.074725 0.846942 3.186313 0.2 0.0 -2.4
O 0.706419 1.501100 2.289847 -1.4 -0.9 2.2
O -0.738967 -0.111564 2.918915 1.0 1.0 0.5
H -1.671328 1.058811 5.512535 0.1 -0.3 -0.2
H -0.608570 0.072606 6.267862 0.0 -0.1 -0.3
H -1.180057 -0.337687 4.702728 0.1 0.2 -0.1
H 0.126238 2.233361 4.860292 0.0 0.0 -0.1
H 1.179763 0.832805 5.056552 0.0 -0.1 -0.2
```
Positions in Å, forces in eV/Å.

E = -35799.9078 eV
Multiplicity = 1
Relative energy (zero: lowest compared OMol25 entry of this formula, charge and spin) = 267.58 kcal per mole
Charge = +1

Here are the natural (NBO) charges for atoms 1 to 4, given in e:
1. C 0.070
2. C -0.037
3. C -0.032
4. C 0.081


2.
C2H5N3O2 | wB97M-V/def2-TZVPD

Geometry as XYZ:
```
12
Properties=species:S:1:pos:R:3:forces:R:3
C -0.589291 -0.036154 0.728854 4.5 -2.9 -0.2
C -0.329063 -0.521578 -0.669675 3.2 2.2 1.1
N -1.439855 0.717917 1.106743 -4.0 3.3 2.8
N 1.633969 -0.745080 0.910182 -0.8 -0.9 -0.8
N -0.444731 0.546675 -1.532195 0.4 0.0 -1.4
O 0.407230 -0.500666 1.577311 -0.7 -0.5 0.6
O 1.299642 -1.086342 -0.414778 -2.5 0.4 -0.2
H -0.775134 -1.415332 -0.942289 -0.7 -1.5 -0.7
H -1.412904 0.990469 2.150346 0.3 -0.7 -2.2
H 1.962683 0.183194 0.827223 0.9 1.4 -0.1
H -0.124187 1.462102 -1.228843 -0.2 -0.5 0.3
H -0.188359 0.404795 -2.512881 -0.3 -0.2 0.6
```
Positions in Å, forces in eV/Å.

E = -10716.0424 eV
Multiplicity = 1
Relative energy (zero: lowest compared OMol25 entry of this formula, charge and spin) = 133.01 kcal per mole
SMILES string = [H]/N=C1\ONO[C@@H]1N

Here are the natural (NBO) charges for atoms 1 to 4, given in e:
1. C 0.491
2. C 0.167
3. N -0.643
4. N -0.013